No. 1
This record from the Open Molecules 2025 dataset describes a 3-piece molecular cluster, C24H61N8O3P2 overall at a distorted geometry. The level of theory is ωB97M-V/def2-TZVPD.

```
98
Properties=species:S:1:pos:R:3
C 4.482 -2.272 6.300
C 4.770 -2.108 4.776
C 6.311 -2.059 4.633
C 4.240 -0.751 4.272
C 2.697 -0.667 4.025
C 2.028 0.279 5.065
C 0.554 -0.059 5.411
C 0.415 -0.917 6.706
N -0.328 -2.198 6.505
C 2.046 -2.072 3.905
C 3.041 -3.043 3.256
C 2.289 -4.411 3.148
C 3.370 -2.666 1.795
N 4.233 -3.304 4.070
O 5.109 -4.028 3.476
H 4.137 -3.301 6.467
H 3.668 -1.629 6.648
H 5.385 -2.160 6.903
H 6.611 -1.999 3.584
H 6.779 -2.891 5.156
H 6.609 -1.096 5.067
H 4.473 -0.030 5.065
H 4.779 -0.378 3.393
H 2.558 -0.192 3.048
H 2.591 0.364 6.000
H 2.012 1.277 4.609
H -0.016 -0.469 4.572
H 0.078 0.899 5.654
H -0.139 -0.371 7.477
H 1.411 -1.112 7.118
H -0.620 -2.251 5.534
H 0.353 -2.942 6.622
H 1.218 -1.984 3.191
H 1.611 -2.444 4.835
H 2.342 -4.883 4.138
H 1.230 -4.272 2.917
H 2.791 -5.085 2.452
H 4.008 -3.425 1.342
H 2.437 -2.598 1.227
H 3.871 -1.693 1.752
O -1.527 1.168 2.334
P -2.418 0.620 1.225
N -1.718 -0.977 1.300
C -1.570 -1.902 0.190
C -2.119 -1.737 2.485
N -1.623 1.598 0.007
C -0.547 1.065 -0.806
C -1.237 2.937 0.453
N -3.526 0.050 -0.052
C -3.770 0.851 -1.263
C -4.865 -0.192 0.553
H -2.522 -2.335 -0.144
H -0.923 -2.731 0.493
H -1.079 -1.457 -0.668
H -3.132 -2.151 2.383
H -2.099 -1.105 3.375
H -1.432 -2.568 2.666
H 0.276 0.655 -0.205
H -0.136 1.841 -1.457
H -0.909 0.304 -1.499
H -0.303 2.929 1.025
H -2.012 3.383 1.076
H -1.103 3.594 -0.411
H -4.035 1.885 -1.041
H -4.593 0.406 -1.832
H -2.918 0.839 -1.933
H -5.339 0.744 0.862
H -4.782 -0.829 1.438
H -5.525 -0.700 -0.150
O -3.099 2.456 -4.840
P -2.075 2.667 -5.936
N -3.137 2.596 -7.296
C -2.763 2.219 -8.646
C -4.079 3.714 -7.363
N -1.243 1.149 -5.705
C -1.452 0.024 -6.600
C -1.262 0.659 -4.330
N -0.724 3.298 -6.890
C 0.635 2.770 -6.710
C -0.634 4.768 -6.669
H -2.154 2.978 -9.154
H -3.666 2.070 -9.244
H -2.234 1.272 -8.689
H -3.601 4.629 -7.742
H -4.495 3.930 -6.378
H -4.918 3.476 -8.019
H -2.510 -0.253 -6.691
H -0.898 -0.848 -6.245
H -1.039 0.217 -7.592
H -2.208 0.160 -4.087
H -1.115 1.472 -3.622
H -0.451 -0.057 -4.168
H 0.948 2.752 -5.664
H 1.342 3.393 -7.264
H 0.736 1.773 -7.129
H -0.321 5.002 -5.647
H -1.604 5.245 -6.836
H 0.073 5.224 -7.362
```

Properties
multiplicity: 2
LUMO level: -0.89 eV
gap between HOMO and LUMO: 0.26394 Ha

---

No. 2
This record from the Open Molecules 2025 dataset describes a 4-piece molecular cluster, C24H62BBrClN4O11P2S overall at a distorted geometry. The level of theory is ωB97M-V/def2-TZVPD.

```
107
Properties=species:S:1:pos:R:3
C -3.196 -5.197 -5.755
N -3.016 -3.707 -5.838
C -1.625 -3.471 -6.299
B -3.237 -3.127 -4.518
O -2.420 -3.562 -3.454
P -4.586 -1.817 -4.073
Cl -6.064 -2.870 -3.036
C -4.012 -0.476 -2.933
C -2.526 -0.628 -2.471
C -2.067 0.599 -1.644
C -1.619 1.803 -2.500
S -0.576 1.368 -3.926
O -1.517 0.910 -4.997
O 0.245 2.486 -4.418
O 0.344 0.052 -3.545
P -5.641 -0.840 -5.745
O -4.950 0.702 -5.765
Br -5.061 -1.750 -7.704
H -3.485 -5.513 -4.738
H -3.989 -5.538 -6.437
H -2.260 -5.713 -6.019
H -1.390 -2.390 -6.231
H -1.460 -3.800 -7.334
H -0.901 -3.996 -5.646
H -2.984 -3.537 -2.660
H -4.630 -0.508 -2.015
H -4.201 0.525 -3.365
H -1.855 -0.890 -3.300
H -2.503 -1.498 -1.785
H -2.945 0.933 -1.055
H -1.323 0.289 -0.900
H -1.002 2.440 -1.851
H -2.442 2.441 -2.849
H 0.485 -0.404 -4.383
H -4.395 0.756 -6.553
C 5.010 -0.326 0.153
O 4.736 0.802 0.966
C 5.298 2.014 0.463
C 4.199 2.963 0.014
N 3.539 2.471 -1.194
C 2.315 3.194 -1.527
C 1.158 3.093 -0.529
O 0.586 1.785 -0.430
C 1.250 0.922 0.481
H 4.660 -1.211 0.685
H 4.477 -0.264 -0.802
H 6.082 -0.430 -0.028
H 6.018 1.828 -0.338
H 5.839 2.479 1.292
H 4.634 3.945 -0.192
H 3.491 3.068 0.845
H 3.308 1.495 -1.064
H 1.968 2.803 -2.487
H 2.556 4.248 -1.687
H 0.356 3.741 -0.901
H 1.420 3.480 0.460
H 1.690 1.468 1.316
H 2.018 0.339 -0.032
H 0.515 0.218 0.878
C 2.372 -3.504 0.995
O 1.747 -4.765 1.164
C 1.204 -4.960 2.467
C -0.315 -5.012 2.410
N -0.872 -3.699 2.094
C -2.296 -3.717 1.772
C -2.734 -4.478 0.518
O -2.278 -3.896 -0.699
C -0.971 -4.299 -1.112
H 2.867 -3.506 0.025
H 1.637 -2.692 1.007
H 3.124 -3.332 1.770
H 1.550 -4.197 3.171
H 1.570 -5.927 2.822
H -0.700 -5.341 3.379
H -0.592 -5.760 1.658
H -0.371 -3.319 1.302
H -2.602 -2.674 1.651
H -2.847 -4.108 2.632
H -3.826 -4.430 0.479
H -2.481 -5.542 0.558
H -0.734 -5.321 -0.808
H -0.217 -3.609 -0.727
H -0.935 -4.248 -2.191
C -0.922 6.132 6.185
O 0.475 6.016 6.396
C 0.832 4.921 7.235
C 1.586 3.865 6.441
N 0.701 3.184 5.499
C 1.400 2.342 4.532
C 2.339 3.030 3.538
O 1.676 3.869 2.599
C 1.440 5.195 3.050
H -1.101 7.065 5.651
H -1.299 5.306 5.572
H -1.462 6.164 7.134
H -0.038 4.493 7.740
H 1.500 5.317 8.004
H 2.007 3.129 7.132
H 2.414 4.367 5.926
H 0.171 3.880 4.992
H 0.630 1.821 3.955
H 1.960 1.574 5.073
H 2.813 2.240 2.946
H 3.157 3.566 4.029
H 2.212 5.542 3.739
H 0.456 5.273 3.519
H 1.436 5.851 2.177
```

Properties
LUMO level: -4.60 eV
total charge: +1
gap between HOMO and LUMO: 0.20611 Ha

---

No. 3
This record from the Open Molecules 2025 dataset describes a 6-piece molecular cluster, C24H63N3O12 overall at a distorted geometry. The level of theory is ωB97M-V/def2-TZVPD.

```
102
Properties=species:S:1:pos:R:3
C -15.916 -13.538 9.372
O -15.753 -14.544 10.404
C -16.145 -15.898 10.092
C -15.918 -16.769 11.361
N -14.474 -16.615 11.490
C -13.980 -17.403 12.582
C -12.518 -17.258 12.826
O -11.872 -17.899 13.678
C -11.621 -19.252 13.323
H -16.724 -13.748 8.668
H -15.054 -13.271 8.830
H -16.216 -12.634 9.911
H -15.642 -16.287 9.198
H -17.166 -15.995 9.807
H -16.137 -17.759 11.008
H -16.516 -16.500 12.273
H -14.354 -15.615 11.687
H -14.272 -18.441 12.398
H -14.478 -17.180 13.500
H -12.372 -16.174 12.934
H -12.034 -17.344 11.892
H -12.548 -19.765 13.382
H -10.906 -19.654 14.080
H -11.209 -19.343 12.327
C -18.375 -11.092 8.486
O -19.228 -12.042 7.871
C -19.663 -11.751 6.585
C -20.967 -12.448 6.270
N -21.393 -11.850 4.995
C -22.149 -12.739 4.107
C -22.556 -11.979 2.913
O -22.987 -12.597 1.926
C -23.432 -11.839 0.797
H -18.470 -11.366 9.498
H -18.628 -10.084 8.401
H -17.348 -11.267 8.049
H -18.742 -11.905 5.935
H -19.798 -10.701 6.603
H -21.785 -12.248 6.988
H -20.867 -13.505 6.195
H -20.528 -11.621 4.506
H -23.014 -13.217 4.577
H -21.546 -13.668 3.933
H -21.716 -11.300 2.683
H -23.312 -11.272 3.172
H -22.657 -11.298 0.268
H -24.205 -11.146 1.165
H -23.947 -12.487 0.150
C -12.751 -20.457 9.876
O -13.414 -20.202 8.653
C -14.445 -19.288 8.798
C -15.298 -19.290 7.572
N -16.344 -18.326 7.781
C -17.176 -18.137 6.562
C -18.112 -16.983 6.823
O -17.625 -15.867 6.905
C -18.469 -14.773 6.956
H -11.991 -21.203 9.699
H -13.315 -20.733 10.758
H -12.157 -19.685 10.237
H -14.195 -18.259 9.021
H -15.090 -19.516 9.660
H -15.633 -20.278 7.389
H -14.726 -18.934 6.725
H -15.918 -17.402 7.891
H -17.801 -19.010 6.342
H -16.409 -17.960 5.728
H -18.598 -17.120 7.762
H -18.838 -16.926 6.028
H -19.135 -14.780 7.808
H -19.008 -14.770 5.976
H -17.830 -13.908 6.913
O -16.761 -11.918 13.184
C -17.698 -11.529 14.178
C -18.481 -10.469 13.574
O -19.576 -10.064 14.387
H -17.194 -12.606 12.683
H -18.265 -12.449 14.380
H -17.118 -11.311 15.065
H -18.793 -10.732 12.586
H -17.796 -9.617 13.472
H -19.333 -9.249 14.860
O -18.227 -13.759 11.772
C -19.292 -13.918 10.834
C -20.227 -12.847 11.007
O -21.095 -12.763 9.875
H -17.373 -14.029 11.422
H -18.875 -13.737 9.842
H -19.852 -14.844 10.873
H -19.841 -11.826 11.012
H -20.886 -12.923 11.931
H -20.523 -12.456 9.153
O -21.227 -9.256 12.193
C -20.412 -9.046 11.056
C -21.247 -9.268 9.876
O -20.606 -8.819 8.703
H -20.625 -9.464 12.865
H -19.936 -8.101 11.069
H -19.556 -9.686 11.027
H -22.206 -8.696 9.849
H -21.585 -10.286 9.808
H -21.046 -9.245 7.952
```

Properties
LUMO level: 0.52 eV
relative energy (zero: lowest compared OMol25 entry of this formula, charge and spin): 134.0 kcal per mole
gap between HOMO and LUMO: 0.35472 Ha
SMILES: COCCNCCOC.COCCNCCOC.COCCNCCOC.OCCO.OCCO.OCCO

---

No. 4
This record from the Open Molecules 2025 dataset describes a 6-piece molecular cluster, C24H63N3O9 overall at a distorted geometry. The level of theory is ωB97M-V/def2-TZVPD.

```
99
Properties=species:S:1:pos:R:3
C 0.497 -3.418 4.050
C 0.759 -4.759 4.644
O 0.334 -4.668 5.889
H 1.173 -3.241 3.214
H 0.527 -2.545 4.702
H -0.495 -3.152 3.683
H 1.817 -5.011 4.574
H 0.175 -5.558 4.186
H 0.572 -5.470 6.361
C -4.290 1.888 3.733
C -4.832 1.433 2.416
O -4.041 1.974 1.332
H -4.984 1.953 4.571
H -3.842 2.874 3.605
H -3.545 1.183 4.102
H -5.851 1.786 2.254
H -4.961 0.370 2.211
H -4.530 2.022 0.507
C -1.172 -0.542 0.093
C -1.176 -0.487 1.657
O -1.358 0.777 2.191
H -0.484 0.272 -0.131
H -2.071 -0.183 -0.409
H -0.843 -1.540 -0.200
H -0.280 -0.873 2.144
H -1.954 -1.159 2.020
H -2.210 1.153 1.958
C 1.915 -2.272 -7.935
O 2.078 -1.984 -6.545
C 0.898 -2.409 -5.833
C 0.837 -1.970 -4.348
N 0.421 -0.553 -4.253
C 0.761 -0.087 -2.902
C 0.552 1.469 -2.855
O 1.487 1.974 -3.777
C 1.495 3.340 -3.748
H 0.860 -2.409 -8.171
H 2.512 -3.159 -8.149
H 2.259 -1.484 -8.605
H 0.826 -3.488 -5.694
H -0.023 -2.045 -6.289
H 1.866 -2.009 -3.989
H 0.240 -2.726 -3.838
H 0.904 0.062 -4.892
H 1.808 -0.286 -2.672
H 0.150 -0.643 -2.190
H 0.673 1.870 -1.849
H -0.489 1.576 -3.159
H 2.306 3.721 -3.127
H 0.574 3.798 -3.388
H 1.777 3.684 -4.742
C -1.786 7.527 4.176
O -1.067 6.422 3.680
C -1.830 5.685 2.702
C -1.148 4.353 2.271
N 0.133 4.506 1.546
C 0.736 3.205 1.375
C 2.117 3.307 0.769
O 2.805 2.086 0.608
C 4.136 2.272 0.143
H -2.844 7.349 4.368
H -1.802 8.235 3.347
H -1.360 8.057 5.028
H -1.956 6.312 1.819
H -2.796 5.493 3.168
H -1.862 3.926 1.565
H -1.178 3.732 3.166
H 0.702 5.142 2.086
H 0.264 2.501 0.691
H 0.710 2.720 2.351
H 2.742 4.118 1.143
H 1.944 3.681 -0.240
H 4.743 2.783 0.891
H 4.058 2.779 -0.818
H 4.653 1.327 -0.021
C 3.212 -0.902 0.639
O 2.725 -2.229 0.532
C 2.949 -2.854 -0.726
C 1.986 -4.078 -0.917
N 0.625 -3.551 -1.143
C -0.364 -4.589 -1.210
C -1.769 -4.059 -1.018
O -1.902 -3.615 0.288
C -3.208 -3.241 0.679
H 2.738 -0.247 -0.092
H 4.293 -0.786 0.707
H 2.880 -0.561 1.620
H 3.908 -3.346 -0.568
H 2.955 -2.391 -1.713
H 1.974 -4.604 0.038
H 2.229 -4.709 -1.773
H 0.386 -2.978 -0.347
H -0.143 -5.372 -0.485
H -0.211 -5.071 -2.175
H -2.516 -4.831 -1.201
H -1.888 -3.242 -1.728
H -3.512 -2.410 0.043
H -3.093 -2.904 1.709
H -3.993 -3.995 0.618
```

Properties
multiplicity: 2
LUMO level (spin up / spin down): -2.14 / -7.56 eV
total charge: +1
relative energy (zero: lowest compared OMol25 entry of this formula, charge and spin): 0.0 kcal per mole
gap between HOMO and LUMO (spin up / spin down): 0.31379 / 0.11431 Ha